No. 1
# C42H42F18N9O12S6

A molecular structure, C42H42F18N9O12S6 at a distorted geometry (ωB97M-V/def2-TZVPD, the Open Molecules 2025 dataset).

```
! RIJCOSX wB97M-V def2-TZVPD def2/J DEFGRID3
* xyz 3 1
C -11.17 3.62 -5.49
N -11.99 4.40 -4.51
C -12.57 3.71 -3.51
C -13.45 4.39 -2.62
C -13.54 5.82 -2.60
C -12.80 6.50 -3.57
C -12.05 5.79 -4.50
C -14.53 6.46 -1.72
C -14.64 6.15 -0.35
C -15.65 6.75 0.41
N -16.57 7.54 -0.13
C -16.51 7.90 -1.38
C -15.55 7.35 -2.25
C -17.55 8.13 0.76
H -11.37 2.56 -5.32
H -10.11 3.86 -5.42
H -11.42 4.00 -6.48
H -12.38 2.65 -3.59
H -14.14 3.81 -2.01
H -12.89 7.57 -3.53
H -11.37 6.25 -5.21
H -13.96 5.45 0.11
H -15.84 6.53 1.45
H -17.36 8.53 -1.61
H -15.70 7.67 -3.27
H -18.44 8.44 0.22
H -17.06 9.05 1.08
H -17.84 7.50 1.61
C -15.30 10.21 -5.83
N -14.17 10.12 -4.92
C -14.12 10.99 -3.82
C -13.12 10.87 -2.87
C -12.16 9.92 -3.04
C -12.20 9.06 -4.14
C -13.21 9.22 -5.10
C -11.17 9.64 -1.89
C -10.38 10.65 -1.33
C -9.62 10.37 -0.24
N -9.63 9.10 0.36
C -10.29 8.11 -0.19
C -11.06 8.34 -1.32
C -8.89 8.96 1.63
H -15.46 11.23 -6.19
H -16.13 9.63 -5.42
H -15.16 9.50 -6.64
H -14.94 11.69 -3.77
H -13.20 11.35 -1.91
H -11.50 8.25 -4.30
H -13.12 8.55 -5.95
H -10.37 11.66 -1.70
H -9.00 11.11 0.26
H -10.23 7.19 0.38
H -11.69 7.57 -1.75
H -9.25 9.71 2.32
H -7.82 9.12 1.50
H -9.18 8.00 2.07
C -11.17 1.85 9.27
N -10.62 2.22 7.97
C -9.98 1.26 7.23
C -9.45 1.58 5.98
C -9.66 2.92 5.48
C -10.25 3.86 6.30
C -10.80 3.47 7.51
C -9.10 3.30 4.15
C -7.76 3.31 3.93
C -7.24 3.54 2.65
N -8.10 3.98 1.64
C -9.43 4.04 1.82
C -9.97 3.68 3.14
C -7.58 4.02 0.26
H -11.64 2.71 9.72
H -10.38 1.55 9.96
H -11.99 1.13 9.24
H -9.96 0.27 7.65
H -8.94 0.84 5.40
H -10.46 4.89 6.05
H -11.28 4.21 8.13
H -7.13 2.99 4.74
H -6.18 3.52 2.44
H -10.07 4.31 0.99
H -11.04 3.59 3.23
H -8.18 4.61 -0.43
H -7.45 2.99 -0.07
H -6.63 4.55 0.33
C -9.10 6.28 -3.58
F -7.85 6.12 -3.20
F -9.52 5.35 -4.44
F -9.96 6.26 -2.48
S -9.35 8.05 -4.44
O -9.55 8.93 -3.29
O -8.16 8.43 -5.12
N -10.81 7.79 -5.26
S -10.38 7.71 -6.76
O -10.09 9.04 -7.35
O -9.33 6.68 -7.10
C -12.06 7.03 -7.56
F -13.02 7.96 -7.28
F -11.85 7.03 -8.88
F -12.35 5.78 -7.13
C -10.19 4.53 -1.27
F -9.06 5.26 -1.23
F -10.75 4.34 -2.53
F -9.90 3.31 -0.72
S -11.63 5.26 -0.41
O -12.21 6.39 -1.14
O -12.55 4.22 -0.18
N -10.76 5.75 1.11
S -11.87 5.91 2.07
O -12.96 6.80 1.75
O -12.16 4.67 2.73
C -11.01 7.02 3.45
F -9.84 6.50 3.79
F -10.72 8.27 3.05
F -11.80 7.06 4.54
C -18.37 4.34 0.81
F -19.26 4.97 1.53
F -18.82 3.15 0.47
F -18.04 4.97 -0.30
S -16.72 4.01 1.82
O -17.18 3.29 3.00
O -15.88 3.21 0.91
N -16.17 5.62 2.06
S -15.10 5.41 3.08
O -15.39 4.72 4.32
O -13.88 4.90 2.43
C -14.79 7.26 3.59
F -14.25 8.01 2.56
F -15.84 7.83 4.10
F -13.85 7.27 4.51
*
```

## Properties
- HOMO-LUMO gap (eV) = 6.30
- HOMO (Eh) = -0.514
- maximum force (eV/Å) = 11.8
- E (hartree) = -7206.0213
- LUMO (eV) = -7.697
- energy relative to the best compared isomer or geometry (same formula, charge and spin) (kcal/mol) = 644.35


No. 2
# C42H42GaN5O7P2S

A molecular structure, C42H42GaN5O7P2S at a distorted geometry (ωB97M-V/def2-TZVPD, the Open Molecules 2025 dataset).

```
! RIJCOSX wB97M-V def2-TZVPD def2/J DEFGRID3
* xyz 2 1
Ga -1.48 0.18 -0.05
O -2.68 -1.14 -0.05
C -4.02 -1.04 0.06
C -4.73 -2.24 0.14
C -6.11 -2.25 0.19
C -6.81 -1.05 0.15
C -6.13 0.14 0.10
C -4.73 0.18 0.07
C -4.05 1.45 0.05
N -2.73 1.69 -0.05
C -2.55 3.05 -0.02
C -3.77 3.65 0.09
N -4.68 2.64 0.13
H -4.17 -3.16 0.16
H -6.63 -3.19 0.26
H -7.89 -1.06 0.17
H -6.70 1.05 0.09
H -1.58 3.49 -0.07
H -4.05 4.68 0.14
H -5.67 2.78 0.23
O -1.36 0.41 1.98
P -0.37 0.17 3.10
C 0.86 -1.09 2.57
P 1.53 -0.60 0.94
O 0.39 -0.19 0.01
C 2.68 0.75 1.23
C 3.79 0.47 2.02
C 4.72 1.46 2.28
C 4.53 2.73 1.75
C 3.44 3.00 0.95
C 2.51 2.01 0.68
C 2.40 -2.00 0.21
C 2.68 -3.18 0.88
C 3.38 -4.19 0.24
C 3.81 -4.00 -1.07
C 3.54 -2.82 -1.73
C 2.82 -1.82 -1.10
C 0.48 1.70 3.52
C 1.32 1.72 4.63
C 1.95 2.90 5.00
C 1.74 4.06 4.26
C 0.89 4.04 3.16
C 0.26 2.86 2.79
C -1.18 -0.55 4.55
C -2.44 -0.11 4.91
C -3.08 -0.66 6.00
C -2.46 -1.66 6.73
C -1.19 -2.09 6.39
C -0.54 -1.53 5.30
H 0.33 -2.04 2.48
H 1.67 -1.16 3.29
H 3.94 -0.53 2.41
H 5.58 1.24 2.89
H 5.26 3.50 1.95
H 3.31 3.98 0.52
H 1.66 2.19 0.04
H 2.38 -3.32 1.91
H 3.57 -5.12 0.75
H 4.38 -4.78 -1.56
H 3.89 -2.66 -2.74
H 2.58 -0.91 -1.63
H 1.46 0.83 5.22
H 2.59 2.92 5.86
H 2.21 4.98 4.56
H 0.72 4.94 2.60
H -0.42 2.83 1.95
H -2.91 0.67 4.32
H -4.07 -0.32 6.28
H -2.97 -2.11 7.57
H -0.70 -2.87 6.96
H 0.45 -1.87 5.05
C 4.31 0.19 -5.90
C 3.37 -1.00 -5.82
S 1.78 -0.47 -5.13
O 1.33 0.78 -5.67
O 1.86 -0.53 -3.68
C 0.54 -1.76 -5.61
C -0.85 -1.19 -5.36
N -0.93 -0.35 -4.17
C -0.96 -0.75 -2.89
N -1.11 0.30 -2.08
C -1.11 1.41 -2.86
C -1.00 1.03 -4.16
N -1.00 1.90 -5.31
O -1.37 1.45 -6.36
O -0.68 3.04 -5.08
C -0.81 -2.13 -2.43
H 5.34 -0.16 -6.03
H 4.25 0.78 -4.99
H 4.05 0.82 -6.75
H 3.73 -1.76 -5.13
H 3.19 -1.45 -6.79
H 0.76 -2.64 -5.02
H 0.67 -1.97 -6.66
H -1.59 -1.99 -5.25
H -1.14 -0.55 -6.20
H -1.20 2.41 -2.47
H -1.23 -2.85 -3.13
H -1.28 -2.25 -1.45
H 0.26 -2.34 -2.32
*
```

## Properties
- HOMO-LUMO gap (eV) = 8.38
- HOMO (Eh) = -0.470
- maximum force (eV/Å) = 1.2
- E (hartree) = -5431.4997
- LUMO (eV) = -4.411
- energy relative to the best compared isomer or geometry (same formula, charge and spin) (kcal/mol) = 17.55


No. 3
# C42H42O3P2Pt

A molecular structure, C42H42O3P2Pt at a distorted geometry (ωB97M-V/def2-TZVPD, the Open Molecules 2025 dataset).

```
! RIJCOSX wB97M-V def2-TZVPD def2/J DEFGRID3
* xyz 2 5
Pt 0.06 -0.04 2.00
C -1.58 -0.44 3.99
C -2.09 -0.47 2.67
C -2.94 0.62 2.05
C -2.22 1.82 1.38
C -0.82 2.06 1.87
C -0.51 2.07 3.24
C -1.53 2.07 4.33
C -1.90 0.66 4.90
C 1.69 -0.32 3.12
H -1.11 -1.31 4.46
H -2.37 -1.46 2.29
H -3.71 0.95 2.77
H -3.47 0.12 1.23
H -2.17 1.59 0.31
H -2.84 2.72 1.47
H -0.14 2.56 1.16
H 0.51 2.30 3.59
H -2.47 2.60 4.08
H -1.10 2.61 5.19
H -1.36 0.52 5.84
H -2.97 0.69 5.18
H 1.54 -1.17 3.82
H 1.90 0.57 3.74
H 2.54 -0.53 2.45
P -0.21 -1.79 -4.04
P 1.49 0.37 -4.31
C -1.07 -0.31 -4.66
C -0.20 0.70 -4.89
C -0.72 -3.08 -5.25
C -1.89 -2.94 -6.01
C -2.26 -3.94 -6.92
C -1.47 -5.08 -7.06
C -0.29 -5.22 -6.32
C 0.09 -4.22 -5.42
C -1.10 -2.18 -2.52
C -0.78 -1.38 -1.41
C -1.44 -1.60 -0.21
C -2.49 -2.51 -0.12
C -2.80 -3.31 -1.23
C -2.11 -3.15 -2.43
C 2.39 0.87 -5.89
C 2.29 0.05 -7.03
C 2.81 0.48 -8.25
C 3.46 1.71 -8.35
C 3.61 2.51 -7.21
C 3.09 2.08 -5.98
C 1.76 1.79 -3.19
C 3.00 1.88 -2.51
C 3.30 3.02 -1.78
C 2.39 4.08 -1.71
C 1.16 3.97 -2.35
C 0.83 2.83 -3.07
H -2.15 -0.29 -4.85
H -0.42 1.62 -5.43
H -2.51 -2.05 -5.90
H -3.18 -3.81 -7.49
H -1.77 -5.86 -7.76
H 0.32 -6.12 -6.43
H 1.00 -4.33 -4.83
H -0.03 -0.59 -1.49
H -1.07 -1.02 0.67
H -3.06 -2.61 0.81
H -3.60 -4.05 -1.16
H -2.35 -3.76 -3.30
H 1.78 -0.92 -6.96
H 2.71 -0.16 -9.14
H 3.85 2.05 -9.32
H 4.13 3.46 -7.28
H 3.23 2.72 -5.11
H 3.72 1.07 -2.60
H 4.27 3.11 -1.28
H 2.64 4.99 -1.17
H 0.43 4.79 -2.31
H -0.12 2.76 -3.60
O 0.83 2.36 8.45
C 0.69 1.31 9.16
C 0.48 1.37 10.59
C 0.31 0.21 11.34
C 0.27 -1.06 10.73
C 0.42 -1.15 9.35
C 0.69 -0.03 8.57
C 0.81 -0.25 7.11
O 0.58 -1.31 6.56
O 1.14 0.85 6.40
H 1.13 1.64 7.06
H 0.43 2.36 11.05
H 0.18 0.30 12.42
H 0.12 -1.96 11.34
H 0.32 -2.10 8.82
*
```

## Properties
- HOMO-LUMO gap (alpha / beta) (eV) = 7.30 / 6.26
- HOMO (alpha / beta) (Eh) = -0.470 / -0.497
- maximum force (eV/Å) = 2.2
- E (hartree) = -2652.6342
- LUMO (alpha / beta) (eV) = -5.499 / -7.275
- <S²> = 6.0640
- energy relative to the best compared isomer or geometry (same formula, charge and spin) (kcal/mol) = 0.00


No. 4
# C42H43As2HfN7O4S

A molecular structure, C42H43As2HfN7O4S (ωB97M-V/def2-TZVPD, the Open Molecules 2025 dataset).

```
! RIJCOSX wB97M-V def2-TZVPD def2/J DEFGRID3
* xyz 2 1
Hf -1.04 0.05 -0.23
N 3.13 2.30 -0.86
C 2.04 1.58 -1.09
N 0.94 1.67 -0.40
C 0.86 2.64 0.59
N -0.29 3.00 1.06
N -1.33 2.33 0.40
C -2.41 3.04 0.36
C -3.56 2.59 -0.40
C -4.76 3.28 -0.37
C -5.81 2.79 -1.15
C -5.60 1.66 -1.91
C -4.36 1.03 -1.87
N -3.36 1.49 -1.14
C 2.09 3.27 1.06
C 2.15 4.04 2.23
C 3.35 4.62 2.60
C 4.49 4.45 1.81
C 4.44 3.70 0.65
C 3.24 3.11 0.29
H 3.93 2.19 -1.46
H 2.08 0.88 -1.91
H -2.42 4.00 0.85
H -4.88 4.16 0.24
H -6.76 3.30 -1.16
H -6.39 1.25 -2.53
H -4.18 0.11 -2.43
H 1.26 4.17 2.82
H 3.41 5.21 3.50
H 5.42 4.91 2.10
H 5.33 3.57 0.04
C 3.98 -6.34 -1.70
C 2.80 -5.43 -1.53
C 2.81 -4.13 -2.02
C 1.71 -3.30 -1.88
C 0.58 -3.79 -1.24
C 0.53 -5.09 -0.76
C 1.64 -5.90 -0.90
S -0.83 -2.78 -0.99
O -0.77 -2.23 0.38
O -1.99 -3.53 -1.35
N -0.62 -1.40 -1.79
C -1.03 -1.23 -3.12
C -1.27 -2.21 -4.05
C -1.64 -1.84 -5.37
C -1.75 -0.53 -5.74
C -1.49 0.49 -4.80
C -1.54 1.87 -5.09
C -1.26 2.78 -4.11
C -0.96 2.32 -2.82
N -0.92 1.05 -2.50
C -1.16 0.13 -3.48
H 4.82 -5.82 -2.15
H 3.72 -7.18 -2.34
H 4.29 -6.74 -0.73
H 3.69 -3.76 -2.53
H 1.72 -2.29 -2.26
H -0.37 -5.47 -0.29
H 1.61 -6.92 -0.53
H -1.18 -3.26 -3.80
H -1.84 -2.62 -6.08
H -2.02 -0.26 -6.75
H -1.79 2.19 -6.09
H -1.27 3.85 -4.30
H -0.76 3.03 -2.02
C 3.70 -0.96 0.22
As 1.89 -1.01 0.98
C 1.93 -2.77 1.82
C 2.11 0.09 2.57
C 3.37 0.39 3.08
C 3.51 1.09 4.26
C 2.38 1.49 4.96
C 1.12 1.19 4.47
C 0.97 0.50 3.27
As -0.82 0.16 2.57
C -1.83 1.56 3.48
C -1.36 -1.46 3.49
H 4.08 0.06 0.22
H 3.67 -1.33 -0.80
H 4.37 -1.59 0.80
H 2.80 -2.82 2.48
H 1.99 -3.54 1.05
H 1.02 -2.91 2.39
H 4.26 0.06 2.56
H 4.50 1.32 4.65
H 2.48 2.02 5.90
H 0.26 1.51 5.04
H -1.26 2.48 3.45
H -2.02 1.26 4.51
H -2.78 1.67 2.96
H -2.44 -1.41 3.66
H -0.84 -1.52 4.45
H -1.14 -2.33 2.88
C -5.64 -0.41 2.15
O -4.78 -0.70 1.04
C -3.51 -0.36 1.17
O -2.88 -0.74 0.10
H -6.03 -1.35 2.53
H -6.46 0.21 1.79
H -5.08 0.11 2.92
*
```

## Properties
- HOMO-LUMO gap (eV) = 7.23
- HOMO (Eh) = -0.473
- maximum force (eV/Å) = 1.0
- E (hartree) = -7227.9380
- LUMO (eV) = -5.651
- energy relative to the best compared isomer or geometry (same formula, charge and spin) (kcal/mol) = 0.00